Record 1
F2H2S2Si | ωB97M-V with the def2-TZVPD basis set

Structure (XYZ):
```
7
Properties=species:S:1:pos:R:3:forces:R:3
F 1.650109 0.035096 -0.304964 -0.5 -0.3 1.1
Si 0.364130 -0.279294 0.604405 -1.3 -0.4 1.3
S -0.496413 -1.818372 1.567788 1.3 0.9 -1.3
S -0.557455 1.568194 1.157792 -0.2 -0.3 0.4
H -1.435393 1.022430 2.112683 1.1 0.3 -1.2
F 0.028714 -0.282226 -2.080402 1.5 0.1 -4.9
H 0.446308 -0.245829 -3.057301 -1.9 -0.2 4.6
```
Forces are in eV/Å.

Summary:
HOMO (eV): -9.21
SMILES string: F[Si](=S)S.F
F_max (Eh/bohr): 0.0994
E (Eh): -1286.87187
Frontier orbital gap (hartree): 0.3229
M (g/mol): 132.23

=====

Record 2
C6H13N3O | ωB97M-V with the def2-TZVPD basis set

Structure (XYZ):
```
23
Properties=species:S:1:pos:R:3:forces:R:3
C -1.814117 1.167522 -0.786141 -0.3 -0.3 -0.2
C -2.159284 -0.675263 0.777044 0.0 -0.1 -0.3
C 1.651503 1.276902 -0.791833 -0.2 -0.1 -0.1
N -1.353344 -0.129112 -0.301108 -1.3 0.2 -2.0
C -0.412485 -0.929054 -1.166954 -0.6 3.7 3.0
C 0.451720 -0.775156 0.123285 3.7 -2.0 -1.0
C 1.473089 0.143805 0.169849 -1.2 -0.7 -0.5
N 0.421048 -1.856964 1.033546 0.2 -0.2 -0.2
N 2.546885 -0.102694 1.067994 0.0 -0.2 1.0
O -0.198524 -0.630288 -2.316286 -0.4 -0.9 0.2
H 1.342349 -1.983154 1.452225 0.0 0.1 0.0
H 0.154890 -2.720183 0.556052 0.1 0.3 0.2
H 3.378278 0.445573 0.881145 -0.3 0.0 0.0
H 2.293498 0.002040 2.049262 0.2 0.1 -0.3
H -1.598982 1.955874 -0.055654 0.0 -0.2 0.0
H -1.314202 1.392810 -1.725086 0.0 0.0 0.0
H -2.086727 -0.057388 1.671897 0.1 0.1 0.0
H -3.201297 -0.703376 0.457522 -0.1 -0.1 0.0
H -1.828848 -1.675397 1.016930 -0.1 -0.1 0.1
H -2.891738 1.130646 -0.971781 0.0 0.2 0.0
H 2.709575 1.393947 -1.025528 0.1 0.0 0.0
H 1.131192 1.101314 -1.735870 0.0 0.0 0.1
H 1.305521 2.227595 -0.380509 0.0 0.1 0.0
```
Forces are in eV/Å.

Summary:
HOMO (spin up / spin down) (eV): -6.60 / -6.60
F_max (Eh/bohr): 0.0926
E (Eh): -475.80502
Frontier orbital gap (spin up / spin down) (hartree): 0.2588 / 0.2589
M (g/mol): 143.19

=====

Record 3
C37H40Cl2N3NiO2S | ωB97M-V with the def2-TZVPD basis set

Structure (XYZ):
```
86
Properties=species:S:1:pos:R:3:forces:R:3
Ni -0.085450 0.153598 0.143900 0.3 0.2 0.8
C -1.218535 -1.979064 4.362829 0.0 0.0 0.0
C -0.744152 -2.373174 2.970726 0.1 0.0 0.0
C 0.131110 -3.630366 3.035307 0.0 0.0 0.0
C -1.858191 -2.603796 1.974922 -0.1 0.0 0.0
C -3.108516 -3.048242 2.392882 0.0 -0.1 0.0
C -4.060591 -3.443770 1.473559 0.0 0.0 -0.1
C -3.741304 -3.469684 0.121456 -0.1 0.0 0.1
C -2.512231 -3.020438 -0.341074 0.0 0.0 -0.1
C -2.129445 -3.188666 -1.814179 0.1 -0.1 0.1
C -3.004912 -4.206929 -2.540526 -0.1 -0.1 0.0
C -2.088909 -1.905123 -2.644890 0.0 0.1 0.0
C -1.607694 -2.499568 0.602049 0.1 0.2 0.0
N -0.445960 -1.809111 0.145372 0.1 -0.3 0.1
C 0.486405 -2.552240 -0.453479 0.2 0.1 -0.1
O 0.589830 -3.779587 -0.533795 0.1 0.0 0.1
C 1.478668 -1.673968 -1.166934 0.1 -0.1 0.0
C 2.528643 -2.115338 -1.954214 -0.1 0.0 0.1
C 3.336344 -1.165268 -2.562271 0.1 0.0 0.0
C 3.098786 0.186893 -2.356592 -0.1 0.1 0.1
C 2.038062 0.543948 -1.543367 0.1 -0.1 -0.1
N 1.254261 -0.376152 -0.996680 0.3 -0.4 -0.6
C 1.668361 1.932134 -1.120634 -0.1 0.0 -0.1
O 2.268465 2.906251 -1.575874 0.1 0.0 0.0
N 0.681848 1.892023 -0.212303 0.2 0.5 -0.2
C 0.384407 3.153776 0.401111 0.1 -0.2 0.1
C -0.725361 3.888836 -0.017480 0.0 0.1 0.0
C -1.066233 5.043937 0.679343 0.0 0.0 0.0
C -0.299966 5.480389 1.741584 0.1 0.0 0.0
C 0.850319 4.786503 2.089358 -0.1 0.0 0.0
C 1.221524 3.624216 1.427711 -0.1 0.0 0.1
C 2.518525 2.907912 1.786610 0.0 0.0 -0.1
C 2.311407 1.573605 2.503908 0.1 -0.1 0.0
C 3.472713 3.769748 2.611425 0.0 0.0 0.0
C -1.470316 3.510342 -1.275960 0.0 -0.1 0.0
C -2.968209 3.790312 -1.218130 0.0 0.0 0.0
C -0.827315 4.217235 -2.473298 0.0 0.0 0.0
H -0.366707 -1.660914 4.965502 0.0 0.0 0.0
H -1.695945 -2.813666 4.883330 0.0 0.0 0.0
H -1.922631 -1.148997 4.328141 0.0 0.0 0.0
H -0.130769 -1.558385 2.594307 0.0 0.0 0.0
H -0.442937 -4.477597 3.421632 0.0 0.0 0.0
H 0.982899 -3.467005 3.699878 0.0 0.0 0.0
H 0.503488 -3.908245 2.049786 0.0 0.0 0.0
H -3.330489 -3.101511 3.451095 0.0 0.0 0.0
H -5.033297 -3.783265 1.807401 0.0 0.0 0.0
H -4.466911 -3.859493 -0.579420 0.0 0.0 0.0
H -1.120721 -3.611786 -1.800978 -0.2 0.0 -0.1
H -4.025226 -3.844415 -2.689277 0.0 0.0 0.0
H -3.059070 -5.154450 -2.002971 0.0 0.0 0.0
H -2.586963 -4.401750 -3.529878 0.0 0.0 0.0
H -3.046568 -1.386072 -2.615024 -0.1 0.0 0.0
H -1.877177 -2.152688 -3.688202 0.0 0.0 0.0
H -1.315546 -1.218058 -2.303448 0.0 0.1 0.0
H 2.676043 -3.179990 -2.062303 0.0 0.0 0.0
H 4.162163 -1.480334 -3.188235 0.0 0.0 0.0
H 3.703205 0.971520 -2.788196 0.0 0.0 0.0
H -1.934967 5.614601 0.374463 0.0 0.0 0.0
H -0.577162 6.376935 2.283093 0.0 0.0 0.0
H 1.461845 5.161302 2.897746 0.0 0.0 0.0
H 3.027659 2.713024 0.838812 0.0 -0.1 0.0
H 1.787381 1.715917 3.450489 0.0 0.0 0.0
H 3.281213 1.115966 2.715857 0.0 0.0 0.0
H 1.733433 0.869495 1.907758 0.1 0.0 0.0
H 3.080866 3.965978 3.612068 0.0 0.0 0.0
H 3.677574 4.727933 2.132182 0.0 0.0 0.0
H 4.420657 3.243010 2.735465 0.0 0.0 0.0
H -1.336308 2.440047 -1.421423 0.0 -0.1 0.0
H -3.179870 4.862537 -1.234190 0.0 0.0 0.0
H -3.422055 3.370535 -0.319800 0.0 0.0 0.0
H -3.464391 3.349551 -2.084531 0.0 0.0 0.0
H -0.957716 5.299652 -2.389074 0.0 0.0 0.0
H -1.288569 3.890817 -3.408360 0.0 0.0 0.0
H 0.242750 4.014064 -2.519742 0.0 0.0 0.0
Cl -2.702409 0.288728 -0.378832 -0.5 0.3 0.0
C -3.368725 0.635386 1.201393 0.0 -0.2 -0.5
C -4.746572 0.619508 1.300287 0.0 0.1 0.2
C -5.341159 0.902922 2.520677 0.1 0.0 -0.1
C -4.533760 1.202943 3.607321 -0.1 0.0 -0.1
C -3.160402 1.201662 3.467539 0.1 0.0 0.2
Cl -2.216985 1.601177 4.879561 0.0 0.0 0.0
C -2.499033 0.900076 2.263366 0.0 0.0 0.1
S -0.771147 0.908461 2.154011 -0.6 -0.1 0.1
H -5.335707 0.383759 0.426169 0.0 0.0 0.0
H -6.416967 0.890904 2.622803 0.0 0.0 0.0
H -4.962605 1.440620 4.570366 0.0 0.0 0.0
```
Forces are in eV/Å.

Summary:
HOMO (spin up / spin down) (eV): -4.66 / -4.66
F_max (Eh/bohr): 0.0170
E (Eh): -4575.76980
Frontier orbital gap (spin up / spin down) (hartree): 0.2615 / 0.2618
Net charge: -1
M (g/mol): 720.41

=====

Record 4
C5H10O2 | ωB97M-V with the def2-TZVPD basis set

Structure (XYZ):
```
17
Properties=species:S:1:pos:R:3:forces:R:3
C -1.695470 0.361669 -0.070749 0.0 0.1 0.0
C -0.684950 -0.695501 -0.509078 -0.2 -0.1 0.3
O 0.066843 -0.263987 -1.638143 -0.1 0.1 -0.3
C 0.336859 -1.094948 0.553406 0.0 -0.1 0.0
C 1.371386 -0.015950 0.991614 0.0 0.1 0.1
C 1.318837 1.319472 0.275587 0.0 0.3 0.2
O 0.879675 2.322895 0.794311 0.2 -0.4 -0.3
H -2.337336 -0.018737 0.730631 0.1 0.0 -0.1
H -1.214772 1.278202 0.279327 -0.1 -0.2 -0.1
H -2.348505 0.618896 -0.914474 0.1 0.0 0.1
H -1.243186 -1.610706 -0.768674 0.1 0.1 0.0
H -0.551729 0.036761 -2.315104 0.1 0.0 0.1
H -0.215190 -1.438258 1.435953 0.1 0.1 -0.1
H 0.874402 -1.965544 0.162698 -0.1 0.1 0.1
H 2.382288 -0.414985 0.835067 -0.2 0.1 0.0
H 1.262544 0.209223 2.057817 0.0 -0.1 -0.2
H 1.731528 1.351800 -0.749249 0.0 0.0 0.2
```
Forces are in eV/Å.

Summary:
HOMO (eV): -9.55
SMILES string: C[C@@H](O)CCC=O
F_max (Eh/bohr): 0.0103
E (Eh): -346.97059
Frontier orbital gap (hartree): 0.3800
M (g/mol): 102.13